No. 1
A 11-piece molecular cluster, C22H36Cl6N8 overall. Source: the OMol25 dataset; level of theory: ωB97M-V with the def2-TZVPD basis set.

Computed properties:
- Relative energy (zero: lowest compared OMol25 entry of this formula, charge and spin): 0.0 kcal/mol
- Kohn-Sham gap: 0.4052 Ha
- LUMO level: 0.1 eV
- SMILES: ClCCCl.ClCCCl.ClCCCl.CC#N.CC#N.CC#N.CC#N.CC#N.CC#N.CC#N.CC#N
- E_HOMO: -10.905 eV

Geometry (Å):
Cl -2.2376 0.1567 -1.9577
C -1.8674 -1.5809 -2.0237
C -2.7192 -2.2978 -3.0087
Cl -2.2838 -1.8795 -4.6977
H -1.9770 -1.9983 -1.0214
H -0.8135 -1.6721 -2.2753
H -3.7732 -2.0657 -2.8808
H -2.5823 -3.3693 -2.8849
Cl 1.5944 -2.1042 -0.7712
C 1.4869 -0.3409 -0.5376
C 0.5518 -0.1213 0.6335
Cl -0.1041 1.5176 0.6408
H 1.1040 0.1453 -1.4325
H 2.4800 0.0193 -0.2820
H 1.0802 -0.2791 1.5692
H -0.2603 -0.8410 0.6236
Cl 0.5953 -6.7861 2.0949
C 1.1616 -6.6917 0.4048
C 0.7406 -5.4012 -0.2400
Cl -1.0204 -5.3666 -0.5201
H 0.7518 -7.5450 -0.1356
H 2.2408 -6.8176 0.4251
H 1.2580 -5.1950 -1.1745
H 0.9626 -4.5667 0.4267
C 1.2999 -1.2698 -4.5305
C 1.9741 -2.0682 -5.5485
N 2.4867 -2.6717 -6.3786
H 1.1355 -1.8450 -3.6220
H 0.3301 -0.9810 -4.9350
H 1.8868 -0.3918 -4.2730
C -0.6860 2.1039 -5.3737
C 0.0273 2.1071 -4.1126
N 0.5674 2.1197 -3.1041
H -1.1629 3.0647 -5.5436
H -1.4491 1.3224 -5.3326
H -0.0090 1.8747 -6.1941
C -1.3596 4.6882 2.9234
C -2.3231 4.4840 3.9958
N -3.0630 4.3195 4.8592
H -1.6877 5.4719 2.2479
H -1.2155 3.7674 2.3624
H -0.3967 4.9851 3.3399
C 2.3794 3.6454 -0.7011
C 1.5781 4.5749 0.0747
N 0.9678 5.2863 0.7360
H 1.7603 3.0182 -1.3396
H 2.9294 3.0196 0.0046
H 3.1098 4.1860 -1.3010
C -2.1349 -4.6539 3.1392
C -1.1415 -3.7104 2.6397
N -0.3722 -2.9340 2.2917
H -2.7505 -5.0190 2.3228
H -2.7602 -4.1026 3.8430
H -1.6281 -5.4602 3.6598
C 0.3990 -0.8162 5.0240
C -0.8701 -0.7049 5.7312
N -1.8699 -0.6687 6.2882
H 0.2103 -0.9180 3.9570
H 0.9207 -1.6961 5.3960
H 1.0273 0.0546 5.1951
C -1.7649 3.9672 -1.3984
C -2.7292 4.1064 -0.3277
N -3.4869 4.2442 0.5224
H -0.8441 3.4859 -1.0753
H -1.5424 4.9206 -1.8708
H -2.1505 3.2909 -2.1661
C 2.9869 3.3024 3.0211
C 3.0255 1.8591 2.7702
N 3.0588 0.7321 2.5587
H 3.2589 3.5057 4.0548
H 1.9920 3.6885 2.8134
H 3.7171 3.7962 2.3812

Cartesian forces (eV/Å) of the 2 atoms listed first:
Cl -0.06 0.16 0.05
C 0.61 0.11 0.35

Mulliken population analysis, charges in e, atoms 1 to 8: -0.064, 0.241, -0.468, -0.190, 0.234, -0.411, 0.395, 0.284



No. 2
C22H36CoN2O6PS as an isolated structure. Source: the OMol25 dataset; level of theory: ωB97M-V with the def2-TZVPD basis set.

Computed properties:
- Relative energy (zero: lowest compared OMol25 entry of this formula, charge and spin): 58.6 kcal/mol
- Kohn-Sham gap (spin up / spin down): 0.2287 / 0.2218 Ha
- LUMO level (spin up / spin down): -1.8 / -1.9 eV
- E_HOMO (spin up / spin down): -7.984 / -7.968 eV

Geometry (Å):
Co -0.4505 0.9542 -1.0312
C -4.5841 1.2800 -0.2861
C -3.0939 1.3383 -0.0398
O -2.3481 1.3784 -1.0640
C -2.6746 1.3487 1.2960
C -1.3508 1.3990 1.7516
C -1.0443 1.3355 3.2169
N -0.3605 1.4988 0.8935
N 0.9244 1.5666 1.2641
C 1.7405 1.6394 0.2245
O 1.3139 1.7620 -0.9791
C 3.1878 1.5473 0.4528
C 4.0060 1.4572 -0.6727
C 5.3708 1.3042 -0.5399
C 5.9360 1.2347 0.7236
C 5.1275 1.3332 1.8458
C 3.7588 1.4824 1.7222
H -4.7742 1.2818 -1.3555
H -5.0671 2.1404 0.1724
H -4.9979 0.3761 0.1571
H -3.4502 1.3357 2.0465
H -1.9496 1.3187 3.8135
H -0.4357 2.1944 3.4927
H -0.4646 0.4341 3.4142
H 3.5373 1.4966 -1.6437
H 5.9883 1.2343 -1.4218
H 7.0024 1.1015 0.8332
H 5.5736 1.2902 2.8277
H 3.1319 1.5442 2.5982
C -1.3619 5.2371 -1.7667
S -1.1523 4.2559 -0.2501
C 0.2443 5.1347 0.5241
H -0.3894 5.5633 -2.1204
H -2.0006 6.0927 -1.5678
H -1.8253 4.5845 -2.4990
H -0.1296 5.9641 1.1185
H 0.9144 5.4944 -0.2512
H 0.7625 4.4197 1.1575
C 0.0301 -3.0571 3.0561
C 0.6960 -2.9129 1.6821
C 1.5175 -1.6286 1.6027
C 1.5964 -4.1203 1.4191
O -0.3788 -2.8887 0.7422
P -0.1559 -2.4093 -0.7654
O 1.0026 -2.9857 -1.4710
O -0.1701 -0.8639 -0.7590
O -1.6052 -2.8670 -1.2745
C -1.9476 -2.7946 -2.6577
C -1.4951 -1.4710 -3.2776
C -1.3006 -3.9620 -3.4065
C -3.4750 -2.9101 -2.7121
H 0.7844 -3.0341 3.8387
H -0.5032 -4.0036 3.1044
H -0.6870 -2.2566 3.2224
H 2.3589 -1.6687 2.2901
H 0.9001 -0.7646 1.8341
H 1.8958 -1.5133 0.5902
H 2.4045 -4.1508 2.1474
H 2.0112 -4.0465 0.4191
H 1.0090 -5.0325 1.4906
H -0.4105 -1.4096 -3.2262
H -1.9196 -0.6266 -2.7293
H -1.8110 -1.4194 -4.3167
H -0.2226 -3.8903 -3.2999
H -1.5673 -3.9356 -4.4611
H -1.6328 -4.9037 -2.9753
H -3.9354 -2.0822 -2.1782
H -3.7907 -3.8388 -2.2435
H -3.8122 -2.9030 -3.7460

Cartesian forces (eV/Å) of the 2 atoms listed first:
Co -0.48 1.62 3.38
C 0.27 0.12 -0.17

natural (NBO) population analysis, charges in e, atoms 1 to 8: 1.469, -0.685, 0.513, -0.698, -0.399, 0.303, -0.658, -0.261



No. 3
C22H36F6N2PSSi2W as an isolated structure. Source: the OMol25 dataset; level of theory: ωB97M-V with the def2-TZVPD basis set.

Computed properties:
- Relative energy (zero: lowest compared OMol25 entry of this formula, charge and spin): 39.8 kcal/mol
- Kohn-Sham gap (spin up / spin down): 0.2468 / 0.2403 Ha
- LUMO level (spin up / spin down): 2.5 / 1.8 eV
- E_HOMO (spin up / spin down): -4.234 / -4.708 eV
- ⟨S²⟩: 2.024
- Spin multiplicity: 3
- Charge: -1

Geometry (Å):
W 0.6409 -0.4338 -0.0495
C 2.4003 -1.7795 -1.0649
C 2.6759 -0.4175 -1.3430
C 3.0114 0.2284 -0.1224
C 2.8966 -0.7086 0.9138
C 2.5083 -1.9434 0.3321
H 2.1163 -2.5186 -1.7958
H 2.6427 0.0212 -2.3297
H 3.2375 1.2761 -0.0141
H 2.9804 -0.5017 1.9699
H 2.3219 -2.8635 0.8594
C 1.4852 2.9536 -1.3581
Si 0.7929 2.9770 0.3993
C -0.7313 4.0957 0.4074
C 2.1301 3.7692 1.4671
N 0.4051 1.3660 0.9642
C -0.0455 1.1919 2.2741
C -0.3439 2.2136 3.1735
C -0.7215 1.9327 4.4821
C -0.8052 0.6216 4.9128
C -0.5392 -0.4118 4.0219
C -0.1908 -0.1453 2.7032
N 0.0339 -1.1292 1.7326
Si -0.4232 -2.8161 1.9785
C 0.8536 -3.6312 3.1175
C -0.4672 -3.7293 0.3489
C -2.1000 -3.0992 2.7734
H 0.9297 3.6625 -1.9751
H 1.4639 2.0032 -1.8833
H 2.5262 3.2845 -1.3391
H -0.6866 4.7908 -0.4344
H -0.8188 4.6907 1.3167
H -1.6483 3.5122 0.3104
H 2.4100 4.7333 1.0337
H 3.0276 3.1476 1.4930
H 1.8178 3.9392 2.4956
H -0.2926 3.2480 2.8653
H -0.9434 2.7493 5.1581
H -1.0802 0.3929 5.9350
H -0.5977 -1.4318 4.3701
H 1.8800 -3.3529 2.8801
H 0.7771 -4.7185 3.0438
H 0.6858 -3.3642 4.1623
H 0.4310 -3.6913 -0.2668
H -1.2862 -3.3623 -0.2726
H -0.6624 -4.7816 0.5733
H -2.2051 -2.7224 3.7879
H -2.2353 -4.1850 2.8063
H -2.8927 -2.6713 2.1623
S -2.7884 -0.6506 0.0655
C -1.3443 -0.2259 -0.5478
C -1.3416 1.3647 -4.0992
C -2.0436 0.7118 -2.9120
C -3.3542 1.4346 -2.6200
C -1.1129 0.7504 -1.6860
H -1.9767 1.3303 -4.9854
H -0.4112 0.8530 -4.3405
H -1.1264 2.4166 -3.8825
H -2.2315 -0.3370 -3.1523
H -3.1554 2.4787 -2.3568
H -3.9062 0.9766 -1.8042
H -3.9817 1.4394 -3.5146
H -1.0959 1.7643 -1.2706
H -0.0916 0.5791 -2.1060
F -0.0636 -2.0942 -2.7369
P 0.3624 -2.4770 -4.2660
F 0.8263 -2.8342 -5.7664
F -0.5593 -3.7945 -4.2000
F 1.2933 -1.1303 -4.2857
F 1.6228 -3.3266 -3.6742
F -0.8850 -1.6203 -4.8351

Cartesian forces (eV/Å) of the 2 atoms listed first:
W -0.37 0.47 0.85
C -0.19 0.01 -0.02

Mulliken population analysis, charges in e, atoms 1 to 8: -1.979, -0.671, -1.136, -0.582, -0.461, -0.812, 0.716, 0.723



- Which of these has the highest relative energy (zero: lowest compared OMol25 entry of this formula, charge and spin)?
  C22H36CoN2O6PS



Copy entry 3 word for word.
C22H36F6N2PSSi2W as an isolated structure. Source: the OMol25 dataset; level of theory: ωB97M-V with the def2-TZVPD basis set.

Computed properties:
- Relative energy (zero: lowest compared OMol25 entry of this formula, charge and spin): 39.8 kcal/mol
- Kohn-Sham gap (spin up / spin down): 0.2468 / 0.2403 Ha
- LUMO level (spin up / spin down): 2.5 / 1.8 eV
- E_HOMO (spin up / spin down): -4.234 / -4.708 eV
- ⟨S²⟩: 2.024
- Spin multiplicity: 3
- Charge: -1

Geometry (Å):
W 0.6409 -0.4338 -0.0495
C 2.4003 -1.7795 -1.0649
C 2.6759 -0.4175 -1.3430
C 3.0114 0.2284 -0.1224
C 2.8966 -0.7086 0.9138
C 2.5083 -1.9434 0.3321
H 2.1163 -2.5186 -1.7958
H 2.6427 0.0212 -2.3297
H 3.2375 1.2761 -0.0141
H 2.9804 -0.5017 1.9699
H 2.3219 -2.8635 0.8594
C 1.4852 2.9536 -1.3581
Si 0.7929 2.9770 0.3993
C -0.7313 4.0957 0.4074
C 2.1301 3.7692 1.4671
N 0.4051 1.3660 0.9642
C -0.0455 1.1919 2.2741
C -0.3439 2.2136 3.1735
C -0.7215 1.9327 4.4821
C -0.8052 0.6216 4.9128
C -0.5392 -0.4118 4.0219
C -0.1908 -0.1453 2.7032
N 0.0339 -1.1292 1.7326
Si -0.4232 -2.8161 1.9785
C 0.8536 -3.6312 3.1175
C -0.4672 -3.7293 0.3489
C -2.1000 -3.0992 2.7734
H 0.9297 3.6625 -1.9751
H 1.4639 2.0032 -1.8833
H 2.5262 3.2845 -1.3391
H -0.6866 4.7908 -0.4344
H -0.8188 4.6907 1.3167
H -1.6483 3.5122 0.3104
H 2.4100 4.7333 1.0337
H 3.0276 3.1476 1.4930
H 1.8178 3.9392 2.4956
H -0.2926 3.2480 2.8653
H -0.9434 2.7493 5.1581
H -1.0802 0.3929 5.9350
H -0.5977 -1.4318 4.3701
H 1.8800 -3.3529 2.8801
H 0.7771 -4.7185 3.0438
H 0.6858 -3.3642 4.1623
H 0.4310 -3.6913 -0.2668
H -1.2862 -3.3623 -0.2726
H -0.6624 -4.7816 0.5733
H -2.2051 -2.7224 3.7879
H -2.2353 -4.1850 2.8063
H -2.8927 -2.6713 2.1623
S -2.7884 -0.6506 0.0655
C -1.3443 -0.2259 -0.5478
C -1.3416 1.3647 -4.0992
C -2.0436 0.7118 -2.9120
C -3.3542 1.4346 -2.6200
C -1.1129 0.7504 -1.6860
H -1.9767 1.3303 -4.9854
H -0.4112 0.8530 -4.3405
H -1.1264 2.4166 -3.8825
H -2.2315 -0.3370 -3.1523
H -3.1554 2.4787 -2.3568
H -3.9062 0.9766 -1.8042
H -3.9817 1.4394 -3.5146
H -1.0959 1.7643 -1.2706
H -0.0916 0.5791 -2.1060
F -0.0636 -2.0942 -2.7369
P 0.3624 -2.4770 -4.2660
F 0.8263 -2.8342 -5.7664
F -0.5593 -3.7945 -4.2000
F 1.2933 -1.1303 -4.2857
F 1.6228 -3.3266 -3.6742
F -0.8850 -1.6203 -4.8351

Cartesian forces (eV/Å) of the 2 atoms listed first:
W -0.37 0.47 0.85
C -0.19 0.01 -0.02

Mulliken population analysis, charges in e, atoms 1 to 8: -1.979, -0.671, -1.136, -0.582, -0.461, -0.812, 0.716, 0.723